Record 1
ORCA calculation (ωB97M-V with the def2-TZVPD basis set) on a molecular structure, C27H39N3OSb2SiV.

Element x y z (Å)
V (-0.153, 1.415, -0.711)
O (-0.356, 4.951, -2.118)
C (-0.452, 3.748, -1.984)
N (-0.844, 3.079, -0.864)
C (-1.155, 3.840, 0.332)
C (-0.109, 3.447, 1.338)
C (0.486, 4.358, 2.194)
C (1.507, 3.930, 3.025)
C (1.890, 2.595, 2.980)
C (1.258, 1.757, 2.085)
N (0.285, 2.160, 1.255)
C (-0.122, 2.770, -3.071)
C (0.037, 3.157, -4.387)
C (0.254, 2.180, -5.345)
C (0.294, 0.850, -4.941)
C (0.140, 0.546, -3.603)
N (-0.051, 1.485, -2.666)
H (-1.130, 4.911, 0.133)
H (-2.149, 3.563, 0.691)
H (0.165, 5.390, 2.194)
H (2.008, 4.624, 3.687)
H (2.671, 2.216, 3.624)
H (1.538, 0.712, 2.034)
H (-0.026, 4.209, -4.630)
H (0.371, 2.442, -6.387)
H (0.439, 0.055, -5.658)
H (0.144, -0.481, -3.261)
C (2.185, -2.161, -1.994)
Sb (1.751, -0.618, -0.569)
C (3.405, 0.642, -1.138)
C (2.793, -1.662, 1.041)
C (2.207, -3.008, 1.334)
C (2.765, -4.123, 0.705)
C (2.284, -5.401, 0.923)
C (1.228, -5.592, 1.800)
C (0.677, -4.502, 2.449)
C (1.141, -3.202, 2.234)
C (0.476, -2.088, 2.973)
Sb (-1.235, -1.231, 1.890)
C (-2.538, -2.905, 2.280)
C (-1.817, -0.063, 3.617)
H (3.250, -2.374, -1.927)
H (1.945, -1.855, -3.010)
H (1.624, -3.058, -1.740)
H (4.338, 0.081, -1.113)
H (3.480, 1.495, -0.463)
H (3.234, 1.009, -2.150)
H (2.827, -1.019, 1.920)
H (3.808, -1.757, 0.657)
H (3.616, -3.980, 0.049)
H (2.744, -6.246, 0.426)
H (0.848, -6.586, 1.993)
H (-0.131, -4.654, 3.154)
H (1.152, -1.266, 3.214)
H (0.047, -2.456, 3.905)
H (-2.540, -3.135, 3.345)
H (-2.194, -3.770, 1.716)
H (-3.549, -2.651, 1.963)
H (-2.169, -0.738, 4.395)
H (-2.605, 0.647, 3.371)
H (-0.946, 0.483, 3.980)
C (-2.329, -1.317, -1.483)
Si (-2.463, 0.567, -1.131)
C (-3.732, 0.910, 0.249)
C (-3.253, 1.340, -2.683)
H (-3.002, -1.879, -0.831)
H (-1.323, -1.718, -1.332)
H (-2.621, -1.523, -2.515)
H (-4.655, 0.361, 0.043)
H (-3.990, 1.971, 0.267)
H (-3.390, 0.628, 1.247)
H (-4.166, 0.802, -2.950)
H (-2.594, 1.314, -3.553)
H (-3.526, 2.382, -2.502)

Values from the calculation:
* HOMO energy (alpha / beta): -10.521 / -10.294 eV
* total charge: +1
* ΔE to the lowest compared entry with this formula, charge and spin: 35.9 kcal/mol
* multiplicity: 3
* frontier orbital gap (alpha / beta): 7.485 / 7.109 eV
* ⟨S²⟩: 2.068

***

Record 2
ORCA calculation (ωB97M-V with the def2-TZVPD basis set) on a molecular structure, C27H40BrCl2N5SiSn.

Element x y z (Å)
Sn (0.732, -2.273, -0.375)
N (-3.239, -2.709, 2.717)
C (-2.339, -2.212, 1.808)
N (-1.109, -2.529, 1.765)
C (-0.616, -3.303, 2.770)
N (0.630, -3.766, 2.707)
N (1.283, -3.364, 1.595)
C (2.514, -3.860, 1.504)
C (3.405, -3.597, 0.458)
C (4.686, -4.108, 0.495)
C (5.492, -4.127, -0.637)
C (5.075, -3.380, -1.751)
C (3.911, -2.647, -1.634)
N (3.024, -2.812, -0.580)
C (-1.387, -3.544, 3.988)
C (-0.921, -3.926, 5.252)
C (-1.778, -4.183, 6.313)
C (-3.159, -4.079, 6.128)
C (-3.617, -3.703, 4.866)
C (-2.775, -3.290, 3.852)
H (-4.149, -2.344, 2.752)
H (-2.719, -1.607, 0.968)
H (2.918, -4.480, 2.348)
H (5.026, -4.589, 1.347)
H (6.380, -4.731, -0.714)
H (5.619, -3.359, -2.700)
H (3.584, -1.964, -2.428)
H (0.131, -3.906, 5.417)
H (-1.450, -4.575, 7.281)
H (-3.914, -4.305, 6.893)
H (-4.620, -3.876, 4.591)
Cl (-2.585, -2.770, -2.072)
C (-1.870, -3.077, -3.651)
Cl (-0.134, -3.590, -3.462)
H (-1.873, -2.215, -4.315)
H (-2.334, -3.900, -4.154)
C (-2.315, 3.268, -2.876)
C (-1.311, 2.140, -2.425)
C (-0.427, 1.688, -3.650)
C (-2.123, 0.857, -1.964)
Si (-0.106, 2.601, -0.990)
Br (0.641, 0.508, 0.171)
C (-0.980, 3.492, 0.587)
C (-2.305, 2.798, 1.008)
C (-0.018, 3.348, 1.783)
C (-1.204, 4.943, 0.143)
C (1.639, 3.385, -1.665)
C (2.636, 3.806, -0.560)
C (2.504, 2.276, -2.448)
C (1.330, 4.559, -2.571)
H (-3.024, 3.542, -2.070)
H (-2.869, 2.860, -3.805)
H (-1.776, 4.191, -3.053)
H (-1.084, 1.528, -4.526)
H (0.120, 0.754, -3.428)
H (0.296, 2.463, -4.046)
H (-1.571, 0.104, -1.410)
H (-2.379, 0.273, -2.862)
H (-3.101, 1.043, -1.503)
H (-2.112, 1.833, 1.503)
H (-3.093, 2.653, 0.210)
H (-2.838, 3.502, 1.738)
H (0.112, 2.270, 2.028)
H (-0.498, 3.730, 2.692)
H (1.018, 3.820, 1.713)
H (-2.107, 5.063, -0.477)
H (-0.372, 5.359, -0.509)
H (-1.245, 5.580, 1.057)
H (2.837, 2.954, 0.140)
H (2.308, 4.611, 0.053)
H (3.560, 4.176, -1.044)
H (2.263, 1.281, -2.084)
H (3.548, 2.515, -2.219)
H (2.448, 2.199, -3.551)
H (1.783, 4.454, -3.536)
H (1.734, 5.506, -2.142)
H (0.257, 4.772, -2.754)

Values from the calculation:
* HOMO energy: -13.469 eV
* total charge: +2
* ΔE to the lowest compared entry with this formula, charge and spin: 9.8 kcal/mol
* frontier orbital gap: 6.420 eV

***

Record 3
ORCA calculation (ωB97M-V with the def2-TZVPD basis set) on a molecular structure, C27H40F5KN2SSe2Si2.

Element x y z (Å)
K (-0.436, 1.176, 1.333)
C (1.571, -2.751, -3.089)
C (0.508, -2.191, -2.152)
C (-0.943, -2.516, -2.594)
C (0.634, -3.060, -0.869)
Si (0.606, -0.284, -1.646)
C (2.593, 0.111, -1.486)
C (2.875, 1.357, -0.605)
C (3.350, -0.946, -0.595)
C (3.406, 0.322, -2.801)
C (-0.100, 0.726, -3.278)
C (0.394, 2.224, -3.065)
C (-1.663, 0.734, -3.192)
C (0.432, 0.221, -4.616)
H (1.375, -3.797, -3.319)
H (2.596, -2.705, -2.602)
H (1.633, -2.170, -3.988)
H (-1.055, -3.579, -2.804)
H (-1.241, -2.051, -3.581)
H (-1.542, -2.251, -1.710)
H (0.223, -4.061, -1.090)
H (0.027, -2.673, -0.075)
H (1.615, -3.350, -0.451)
H (2.419, 1.200, 0.373)
H (2.515, 2.365, -0.966)
H (3.957, 1.479, -0.539)
H (2.986, -1.016, 0.422)
H (4.392, -0.611, -0.436)
H (3.487, -1.911, -1.113)
H (3.080, 1.272, -3.225)
H (3.200, -0.463, -3.496)
H (4.489, 0.485, -2.670)
H (-0.122, 2.643, -2.226)
H (0.181, 2.881, -3.957)
H (1.484, 2.372, -2.816)
H (-1.852, 1.130, -2.211)
H (-2.095, -0.231, -3.242)
H (-2.168, 1.452, -3.895)
H (1.475, 0.402, -4.595)
H (-0.085, 0.786, -5.438)
H (0.320, -0.891, -4.735)
F (-4.934, 3.891, -4.072)
C (-4.498, 3.601, -2.831)
C (-5.418, 2.971, -2.022)
F (-6.672, 2.658, -2.552)
C (-5.140, 2.606, -0.712)
F (-6.101, 2.093, 0.077)
C (-3.866, 2.952, -0.117)
S (-3.594, 2.675, 1.547)
C (-2.957, 3.564, -0.936)
F (-1.750, 3.967, -0.454)
C (-3.263, 3.959, -2.252)
F (-2.311, 4.611, -2.922)
Se (-4.176, -0.611, 1.283)
N (-2.558, -0.622, 2.147)
C (-2.230, -1.966, 2.277)
C (-0.985, -2.426, 2.786)
C (-0.793, -3.740, 2.900)
C (-1.778, -4.698, 2.522)
C (-2.942, -4.300, 1.907)
C (-3.176, -2.879, 1.752)
N (-4.303, -2.448, 1.225)
H (-0.211, -1.718, 3.043)
H (0.200, -4.113, 3.156)
H (-1.545, -5.761, 2.613)
H (-3.628, -5.007, 1.414)
C (2.651, 3.052, 5.592)
Si (2.400, 1.243, 5.257)
C (3.856, 0.270, 5.822)
C (0.969, 0.801, 6.485)
Se (2.046, 0.707, 3.164)
H (2.704, 3.256, 6.677)
H (1.693, 3.553, 5.268)
H (3.444, 3.524, 5.032)
H (4.082, 0.651, 6.832)
H (4.650, 0.444, 5.104)
H (3.653, -0.798, 5.818)
H (1.330, 0.296, 7.378)
H (0.184, 0.170, 5.985)
H (0.446, 1.738, 6.848)

Values from the calculation:
* HOMO energy: -0.927 eV
* total charge: -2
* frontier orbital gap: 4.406 eV

***

Record 4
ORCA calculation (ωB97M-V with the def2-TZVPD basis set) on 4 unconnected molecules or ions with the total composition C27H40O13S.

Element x y z (Å)
C (-1.490, -1.583, 1.265)
C (-0.403, -2.226, 2.108)
O (0.932, -1.737, 1.829)
C (1.188, -0.415, 1.835)
C (1.931, 0.162, 0.885)
C (2.488, -0.513, -0.333)
C (1.551, -1.467, -1.085)
C (1.829, -1.514, -2.592)
O (0.796, -0.944, -3.401)
C (2.226, 1.606, 1.065)
O (2.358, 2.336, 0.116)
C (2.330, 2.143, 2.463)
C (3.196, 3.342, 2.733)
C (2.381, 4.637, 2.854)
C (1.803, 5.149, 1.535)
C (1.090, 6.497, 1.725)
S (1.993, 7.980, 1.373)
O (2.630, 8.433, 2.573)
O (1.207, 8.876, 0.580)
O (3.112, 7.356, 0.419)
C (1.593, 1.528, 3.379)
C (0.693, 0.427, 2.974)
O (-0.379, 0.257, 3.499)
H (-1.314, -0.514, 1.116)
H (-1.597, -2.063, 0.291)
H (-2.449, -1.667, 1.788)
H (-0.322, -3.293, 1.882)
H (-0.624, -2.131, 3.175)
H (3.406, -1.041, -0.040)
H (2.803, 0.285, -1.015)
H (0.506, -1.169, -0.939)
H (1.652, -2.478, -0.683)
H (2.773, -0.998, -2.819)
H (1.916, -2.545, -2.936)
H (0.574, -0.079, -3.030)
H (3.923, 3.449, 1.920)
H (3.752, 3.178, 3.660)
H (3.021, 5.423, 3.275)
H (1.559, 4.479, 3.562)
H (2.597, 5.219, 0.795)
H (1.063, 4.446, 1.142)
H (0.822, 6.636, 2.778)
H (0.168, 6.569, 1.147)
H (3.510, 8.099, -0.074)
H (1.580, 1.839, 4.420)
O (-1.127, -3.350, -1.580)
C (-1.261, -3.330, -2.777)
C (-2.363, -2.691, -3.594)
C (-2.197, -3.359, -4.959)
C (-0.706, -3.678, -4.972)
O (-0.367, -3.913, -3.590)
H (-2.163, -1.621, -3.623)
H (-3.328, -2.866, -3.126)
H (-2.503, -2.746, -5.803)
H (-2.765, -4.290, -4.986)
H (-0.104, -2.841, -5.330)
H (-0.462, -4.576, -5.531)
O (-1.139, -6.699, -4.361)
C (-1.353, -7.054, -3.238)
C (-0.552, -6.742, -1.988)
C (-1.075, -7.769, -0.983)
C (-2.498, -7.994, -1.487)
O (-2.429, -7.808, -2.912)
H (-0.775, -5.714, -1.694)
H (0.511, -6.818, -2.198)
H (-1.042, -7.441, 0.053)
H (-0.505, -8.695, -1.066)
H (-3.199, -7.260, -1.083)
H (-2.882, -8.992, -1.298)
O (-2.031, 6.464, 2.075)
C (-2.131, 5.274, 2.152)
C (-2.589, 4.286, 1.094)
C (-2.847, 3.013, 1.899)
C (-1.864, 3.176, 3.056)
O (-1.769, 4.598, 3.269)
H (-1.775, 4.163, 0.376)
H (-3.459, 4.677, 0.573)
H (-2.693, 2.090, 1.345)
H (-3.869, 3.016, 2.278)
H (-0.869, 2.798, 2.810)
H (-2.193, 2.718, 3.984)

Values from the calculation:
* HOMO energy: -9.410 eV
* ΔE to the lowest compared entry with this formula, charge and spin: 0.0 kcal/mol
* frontier orbital gap: 8.379 eV

***

Record 5
ORCA calculation (ωB97M-V with the def2-TZVPD basis set) on a single C27H40O2 molecule.

Element x y z (Å)
C (2.854, 3.454, 3.178)
C (1.795, 2.439, 2.858)
C (1.638, 2.167, 1.392)
C (1.086, 1.857, 3.818)
C (0.024, 0.812, 3.645)
C (0.650, -0.585, 3.483)
C (-0.397, -1.661, 3.421)
C (-0.885, -2.200, 4.736)
C (-0.872, -2.107, 2.263)
C (-1.880, -3.210, 2.139)
C (-2.147, -3.603, 0.681)
C (-2.918, -2.546, -0.060)
C (-4.339, -2.341, 0.392)
C (-2.378, -1.842, -1.048)
C (-3.085, -0.779, -1.832)
C (-2.161, 0.343, -2.314)
C (-1.370, 1.084, -1.212)
C (-2.153, 1.183, 0.098)
C (-0.996, 2.497, -1.688)
C (-0.149, 2.432, -2.951)
C (0.950, 1.421, -2.774)
C (2.061, 1.449, -3.608)
C (3.090, 0.538, -3.451)
O (4.195, 0.537, -4.255)
C (3.009, -0.411, -2.438)
C (1.912, -0.463, -1.600)
C (1.825, -1.485, -0.511)
C (0.867, 0.459, -1.771)
O (-0.182, 0.358, -0.900)
H (3.817, 3.130, 2.783)
H (2.614, 4.411, 2.714)
H (2.949, 3.603, 4.250)
H (1.473, 3.102, 0.856)
H (0.819, 1.489, 1.181)
H (2.554, 1.727, 0.995)
H (1.306, 2.116, 4.846)
H (-0.592, 1.016, 2.768)
H (-0.630, 0.812, 4.519)
H (1.321, -0.773, 4.325)
H (1.247, -0.590, 2.571)
H (-0.508, -1.606, 5.565)
H (-1.973, -2.203, 4.775)
H (-0.550, -3.229, 4.872)
H (-0.517, -1.681, 1.337)
H (-2.819, -2.912, 2.617)
H (-1.516, -4.088, 2.683)
H (-2.723, -4.534, 0.668)
H (-1.194, -3.792, 0.183)
H (-4.638, -3.119, 1.090)
H (-4.456, -1.376, 0.887)
H (-5.021, -2.366, -0.457)
H (-1.360, -2.036, -1.354)
H (-3.902, -0.357, -1.247)
H (-3.531, -1.239, -2.723)
H (-1.435, -0.076, -3.015)
H (-2.770, 1.071, -2.855)
H (-2.242, 0.200, 0.550)
H (-3.141, 1.596, -0.085)
H (-1.627, 1.837, 0.791)
H (-1.902, 3.081, -1.854)
H (-0.419, 2.979, -0.896)
H (0.283, 3.412, -3.165)
H (-0.767, 2.158, -3.812)
H (2.114, 2.200, -4.386)
H (4.118, 1.246, -4.904)
H (3.820, -1.112, -2.321)
H (1.795, -0.996, 0.461)
H (2.678, -2.158, -0.542)
H (0.910, -2.066, -0.610)

Values from the calculation:
* HOMO energy: -7.736 eV
* ΔE to the lowest compared entry with this formula, charge and spin: 0.0 kcal/mol
* frontier orbital gap: 8.447 eV

***

Record 6
ORCA calculation (ωB97M-V with the def2-TZVPD basis set) on a molecular structure, C27H41AsN2O8STa.

Element x y z (Å)
Ta (0.462, 0.316, -0.930)
C (-2.177, -1.262, 0.997)
C (-1.357, -0.553, 1.978)
C (-1.041, 0.708, 1.462)
C (-1.526, 0.692, 0.051)
C (-2.329, -0.550, -0.131)
C (-3.310, -0.783, -1.264)
C (-2.801, -0.222, -2.593)
C (-3.630, -2.269, -1.436)
C (-4.597, -0.036, -0.873)
C (-0.717, 2.055, 2.167)
C (-1.646, 2.231, 3.389)
C (0.748, 2.240, 2.619)
C (-1.082, 3.227, 1.251)
C (-1.107, -1.304, 3.297)
C (-2.355, -1.194, 4.199)
C (-0.933, -2.805, 2.960)
C (0.152, -0.888, 4.069)
H (-2.635, -2.228, 1.185)
H (-1.987, 1.595, -0.347)
H (-1.895, -0.741, -2.910)
H (-2.606, 0.857, -2.539)
H (-3.552, -0.380, -3.372)
H (-2.746, -2.833, -1.738)
H (-4.392, -2.391, -2.211)
H (-4.028, -2.701, -0.511)
H (-4.414, 1.038, -0.738)
H (-5.005, -0.432, 0.061)
H (-5.350, -0.154, -1.660)
H (-1.323, 1.663, 4.252)
H (-2.672, 1.939, 3.147)
H (-1.655, 3.286, 3.684)
H (1.164, 1.342, 3.071)
H (0.802, 3.050, 3.353)
H (1.394, 2.522, 1.785)
H (-2.159, 3.268, 1.061)
H (-0.566, 3.216, 0.292)
H (-0.799, 4.157, 1.749)
H (-3.260, -1.474, 3.649)
H (-2.496, -0.188, 4.589)
H (-2.250, -1.877, 5.049)
H (-1.890, -3.297, 2.766)
H (-0.470, -3.318, 3.805)
H (-0.296, -2.955, 2.082)
H (0.084, 0.099, 4.511)
H (1.037, -0.922, 3.427)
H (0.305, -1.592, 4.891)
O (1.917, -0.559, -4.994)
As (2.088, -0.403, -3.284)
O (2.780, -1.722, -2.627)
O (0.428, -0.219, -2.710)
C (2.991, 1.305, -3.268)
C (4.148, 1.239, -4.022)
C (4.942, 2.367, -4.190)
C (4.587, 3.573, -3.618)
C (3.438, 3.670, -2.846)
C (2.637, 2.546, -2.663)
S (1.300, 2.793, -1.535)
O (0.053, 2.169, -2.065)
O (1.242, 4.140, -1.132)
O (1.580, 1.789, -0.370)
H (1.182, -1.143, -5.231)
H (4.431, 0.307, -4.485)
H (5.846, 2.295, -4.783)
H (5.205, 4.449, -3.764)
H (3.157, 4.606, -2.381)
N (3.699, 0.129, -0.626)
H (4.229, -0.645, -1.007)
H (3.506, -0.105, 0.339)
H (4.303, 0.945, -0.595)
O (-0.401, -2.988, -2.205)
C (0.267, -2.890, -1.222)
C (1.079, -3.979, -0.540)
C (1.876, -3.276, 0.569)
C (1.402, -1.856, 0.502)
O (1.769, -0.856, 1.120)
N (0.460, -1.678, -0.469)
H (1.709, -4.448, -1.292)
H (0.394, -4.735, -0.158)
H (2.952, -3.287, 0.393)
H (1.704, -3.680, 1.566)

Values from the calculation:
* HOMO energy: -10.790 eV
* total charge: +1
* ΔE to the lowest compared entry with this formula, charge and spin: 74.2 kcal/mol
* frontier orbital gap: 6.572 eV

***

Max |F|
In order: 3.4 3.8 3.4 0.8 0.8 4.7
Unit: eV/A
Calculated total energy
In order: -3005.53728 -5324.29097 -8041.66638 -2429.13007 -1203.28209 -4455.70562
Unit: Eh